[1]
C27H42N4PS2W | ωB97M-V with the def2-TZVPD basis set

Calculated values
LUMO level (spin up / spin down) ... -4.0 / -3.6 eV
Calculated total energy ... -2477.75935 hartree
Charge ... +1
E_HOMO (spin up / spin down) ... -10.3274 / -10.1766 eV
HOMO-LUMO gap (spin up / spin down) ... 6.353 / 6.576 eV

Structure (XYZ):
```
77
Properties=species:S:1:pos:R:3:forces:R:3:lowdin_charge:R:1
W 0.19162 -0.00901 0.61053 0.3 -0.2 0.4 1.1202
C 0.07256 -3.03868 4.08846 0.0 0.0 0.0 -0.1046
C 0.41190 -1.86158 3.21404 0.0 0.0 0.0 -0.7359
S 0.52587 -2.15050 1.48647 0.0 0.0 0.0 0.6610
C 0.69069 -0.64111 3.70639 0.0 0.0 0.0 -0.7350
C 0.70440 -0.33957 5.18111 0.0 0.0 0.0 -0.1050
S 1.13853 0.66177 2.61895 0.0 0.0 0.1 0.6770
H -0.01454 -3.95335 3.50258 0.0 0.0 0.0 0.0668
H -0.87590 -2.88108 4.61097 0.0 0.0 0.0 0.0846
H 0.84158 -3.19363 4.84943 0.0 0.0 0.0 0.0861
H -0.28865 -0.47859 5.61952 0.0 0.0 0.0 0.0840
H 1.01540 0.68742 5.37054 0.0 0.0 0.0 0.0672
H 1.38989 -1.00530 5.71121 0.0 0.0 0.0 0.0866
C 1.56834 5.54747 0.35357 0.0 0.1 0.0 -0.0709
C 2.51790 4.93447 -0.45296 0.0 0.0 0.0 -0.0621
C 2.50498 3.56402 -0.64966 0.0 0.0 0.0 -0.0126
C 1.53000 2.79329 -0.01968 -0.1 0.0 0.0 -0.2567
C 0.58435 3.40430 0.79528 0.1 0.0 -0.1 -0.0867
C 0.59881 4.77781 0.97541 0.0 0.0 0.0 -0.0704
N 1.47146 1.37436 -0.20784 0.2 0.1 -0.1 -0.2053
N 2.47540 0.90258 -0.91679 0.0 0.1 0.1 0.0696
C 2.27675 -0.35543 -1.33966 0.0 -0.1 0.0 -0.3432
C 3.26468 -1.00448 -2.10706 -0.1 -0.1 -0.2 0.0139
C 2.96847 -2.21224 -2.66653 0.0 0.0 0.0 -0.0361
C 1.69613 -2.78901 -2.45370 0.0 0.0 0.0 -0.0440
C 0.81039 -2.16215 -1.63399 0.0 0.1 0.0 -0.1649
N 1.09367 -0.96467 -1.04575 0.0 0.0 0.0 -0.1357
H 1.58892 6.62063 0.49869 0.0 -0.1 0.0 0.1103
H 3.27836 5.53182 -0.93936 0.0 0.0 0.0 0.1115
H 3.23677 3.08870 -1.28412 0.0 0.0 0.0 0.1062
H -0.14827 2.80056 1.30252 -0.2 -0.1 0.1 0.0336
H -0.14060 5.24458 1.61519 0.0 0.0 0.0 0.1101
H 4.21547 -0.50803 -2.24249 0.0 0.0 0.0 0.1241
H 3.70035 -2.73070 -3.27203 0.0 0.0 0.0 0.1182
H 1.43191 -3.73691 -2.90091 0.0 0.0 0.0 0.1150
H -0.14550 -2.59777 -1.37898 0.0 0.0 0.0 0.1012
C -5.09905 1.84328 -0.78075 0.0 0.0 0.0 -0.0670
C -3.59527 1.81674 -0.46749 0.0 0.1 0.0 -0.5926
C -2.81836 1.49417 -1.75609 -0.2 0.0 0.0 -0.0784
C -3.16462 3.23503 -0.06037 0.1 0.0 0.1 -0.0732
P -3.16212 0.58759 0.88802 -0.1 -0.1 -0.1 1.0189
N -1.56262 0.31254 0.77849 -0.2 0.3 -0.2 -0.3903
C -3.52888 1.21383 2.61005 0.1 0.0 0.1 -0.5915
C -3.48152 0.02045 3.58007 0.0 0.1 0.1 -0.0796
C -2.42456 2.17251 3.09046 -0.1 -0.1 0.0 -0.0763
C -4.89868 1.89909 2.71652 0.0 0.0 0.0 -0.0621
C -4.00941 -1.06069 0.62080 -0.1 0.0 0.0 -0.5910
C -3.32628 -2.14093 1.48188 -0.1 -0.1 0.0 -0.0871
C -3.84060 -1.48191 -0.85016 0.0 0.0 0.1 -0.0765
C -5.50621 -1.03067 0.96209 0.0 0.0 0.0 -0.0624
H -5.27607 2.64693 -1.49977 0.0 0.0 0.0 0.1005
H -5.71499 2.04605 0.09503 0.0 0.0 0.0 0.0747
H -5.44432 0.92050 -1.24166 0.0 0.0 0.0 0.0668
H -2.93353 2.34819 -2.42730 0.0 0.0 0.0 0.0974
H -3.19212 0.61883 -2.27772 0.0 0.0 0.0 0.0670
H -1.75875 1.36804 -1.56828 0.2 0.0 0.0 0.0548
H -3.35727 3.89205 -0.91081 0.0 0.0 0.0 0.0981
H -2.09843 3.29235 0.15851 0.0 0.0 0.0 0.0629
H -3.73073 3.62712 0.77953 0.0 0.0 0.1 0.0681
H -2.55425 -0.55086 3.47368 -0.1 0.1 0.1 0.0769
H -4.33345 -0.64802 3.47269 0.1 0.1 0.1 0.0652
H -3.51007 0.42342 4.59598 0.0 0.0 0.0 0.1014
H -1.46395 1.66475 3.14353 0.1 0.0 -0.1 0.0376
H -2.68734 2.48658 4.10439 0.0 0.0 -0.1 0.0997
H -2.32615 3.06989 2.49179 0.0 0.1 -0.2 0.0646
H -5.72069 1.26038 2.39638 0.0 0.0 0.0 0.0703
H -4.94665 2.83168 2.15681 0.0 0.0 0.0 0.0692
H -5.06540 2.14470 3.76836 0.0 0.0 0.0 0.1003
H -2.24338 -2.06224 1.46114 0.1 0.0 0.0 0.0212
H -3.59451 -3.11652 1.06902 0.0 0.0 0.0 0.0977
H -3.66367 -2.12532 2.51648 0.1 -0.1 -0.3 0.0639
H -2.79575 -1.47171 -1.15931 0.1 0.0 0.0 0.0746
H -4.42200 -0.86880 -1.53460 0.0 0.0 0.0 0.0651
H -4.20643 -2.50585 -0.94597 0.0 0.0 0.0 0.0956
H -5.69156 -0.82988 2.01605 0.0 0.0 -0.1 0.0655
H -5.91454 -2.02188 0.74761 0.0 0.0 0.0 0.1027
H -6.06507 -0.31145 0.36738 0.0 0.0 0.0 0.0690
```
Forces are in eV/Å.

=====

[2]
C27H43Br2N2O12P2 | ωB97M-V with the def2-TZVPD basis set

Calculated values
LUMO level ... -3.0 eV
Calculated total energy ... -7897.72485 hartree
Charge ... +1
E_HOMO ... -11.5278 eV
HOMO-LUMO gap ... 8.570 eV

Structure (XYZ):
```
88
Properties=species:S:1:pos:R:3:forces:R:3:lowdin_charge:R:1
C 9.11971 0.06227 -0.60808 0.1 0.3 -0.3 -0.0987
C 8.01274 0.46197 -1.58330 -0.1 -0.5 0.5 -0.2533
C 6.64248 0.03118 -1.10226 -0.5 0.0 -0.1 -0.2438
C 5.54511 0.27217 -2.16092 0.2 -0.5 0.4 -0.1668
C 4.19864 -0.00375 -1.58566 -0.1 0.7 0.2 -0.2100
N 3.50832 -1.14687 -1.91607 -0.1 -0.1 0.2 0.1709
C 2.37383 -1.21130 -1.22958 -0.1 0.0 0.1 -0.0827
N 2.28588 -0.13686 -0.46327 0.2 0.1 0.0 -0.2309
P 1.00693 0.30318 0.74239 -0.3 0.6 0.2 0.5827
O -0.24841 -0.34450 0.00045 0.5 -0.5 0.1 -0.3210
Br 1.65505 -1.07367 2.36512 -0.1 -0.1 -0.3 0.3296
C 3.42001 0.66995 -0.66660 0.5 -0.4 -0.6 -0.3725
P 3.57151 2.25971 0.28485 -0.3 0.2 0.3 0.5500
O 2.35693 3.06530 -0.44087 0.0 -0.3 0.1 -0.3911
Br 5.33009 3.26554 -0.63208 0.0 -0.2 -0.1 0.4146
H 9.46931 -0.94739 -0.80471 0.0 -0.2 0.1 0.0793
H 9.97030 0.72191 -0.73943 0.2 0.0 0.1 0.0691
H 8.81525 0.12916 0.43244 -0.1 0.1 0.1 0.0701
H 8.00912 1.54027 -1.72088 0.0 0.1 -0.2 0.1018
H 8.19764 -0.03812 -2.53238 0.1 0.3 -0.3 0.1131
H 6.35641 0.55006 -0.18801 0.2 0.1 0.1 0.0798
H 6.61799 -1.03120 -0.85274 0.2 -0.1 0.0 0.1230
H 5.72500 -0.44220 -2.96254 -0.1 0.1 -0.3 0.1219
H 5.59002 1.27568 -2.56387 0.0 0.1 -0.1 0.0787
H 3.82158 -1.84590 -2.57019 0.0 0.0 -0.1 0.1856
H 1.65978 -2.01345 -1.28316 -0.1 -0.1 0.0 0.1564
H -0.14372 -1.27896 -0.26253 -0.6 -0.2 0.1 0.0215
H 2.24448 2.79857 -1.36054 -0.1 0.3 -0.2 0.0603
O -0.90427 -3.50098 -0.16668 0.6 0.3 0.1 0.0953
C -1.91355 -3.16672 -0.72540 -0.5 -0.1 0.2 -0.4977
O -1.88944 -2.30034 -1.75032 0.0 0.1 -0.1 0.0111
C -3.24267 -1.97410 -2.15825 -0.2 0.1 -0.1 -0.1170
C -4.09054 -3.13427 -1.66528 -0.1 -0.1 0.1 -0.1310
C -3.33965 -3.56243 -0.40675 0.0 0.0 -0.4 -0.0531
H -3.51608 -1.02622 -1.69355 0.0 0.0 0.0 0.1108
H -3.26296 -1.85561 -3.23761 0.2 0.0 0.0 0.1306
H -5.12678 -2.85056 -1.49331 0.0 0.1 0.1 0.1158
H -4.07669 -3.94311 -2.39654 0.0 0.0 0.0 0.1228
H -3.65862 -2.99936 0.47250 0.0 -0.1 0.1 0.1325
H -3.40706 -4.62655 -0.20200 0.1 0.0 0.2 0.1318
O -6.99552 -1.56811 0.44461 0.0 -0.1 -0.2 0.1089
C -6.31601 -0.58337 0.51059 0.1 -0.2 0.3 -0.4920
O -5.92800 0.10502 -0.58687 0.1 0.0 0.0 0.0185
C -5.01434 1.16106 -0.21177 0.0 0.2 0.1 -0.1418
C -5.29505 1.42432 1.26304 0.0 -0.1 0.0 -0.1314
C -5.71462 0.04039 1.75111 0.1 0.4 -0.1 -0.0737
H -3.99317 0.80924 -0.38222 0.0 0.0 0.0 0.1117
H -5.19656 2.02225 -0.84805 0.0 -0.1 -0.1 0.1107
H -4.44166 1.84615 1.78955 0.0 0.0 0.0 0.1169
H -6.13140 2.11581 1.36542 0.0 0.0 0.0 0.1242
H -4.85761 -0.56802 2.05248 0.0 0.0 0.0 0.1283
H -6.44413 0.07685 2.54926 0.0 -0.1 0.1 0.0997
O -2.86632 3.29499 -2.60778 0.0 0.0 0.1 0.1069
C -3.76811 3.96016 -3.02932 0.0 -0.1 -0.2 -0.4940
O -4.88669 4.19571 -2.30847 -0.1 0.0 0.0 0.0100
C -5.84783 4.92894 -3.09498 -0.1 0.1 -0.1 -0.1433
C -5.02676 5.62125 -4.17634 0.1 -0.1 0.0 -0.1477
C -3.88559 4.62572 -4.38728 -0.2 0.3 0.2 -0.0728
H -6.56593 4.21802 -3.50734 0.0 0.0 0.0 0.1289
H -6.37171 5.62224 -2.44312 0.0 -0.1 0.1 0.1266
H -5.60224 5.83994 -5.07251 0.0 -0.1 0.0 0.1175
H -4.62882 6.56117 -3.79319 0.0 0.0 0.0 0.1193
H -4.13758 3.85963 -5.12206 0.1 0.0 0.0 0.1320
H -2.94641 5.09680 -4.66103 0.1 -0.1 -0.1 0.1247
O -8.71206 0.35874 2.44049 0.0 0.2 0.1 0.1099
C -9.03571 -0.62101 3.04678 0.0 -0.1 -0.3 -0.4889
O -8.71942 -0.79782 4.34938 0.0 0.0 0.1 0.0261
C -9.13502 -2.10568 4.78874 -0.1 -0.1 0.0 -0.1491
C -10.22969 -2.52489 3.81434 0.0 0.1 -0.1 -0.1471
C -9.78213 -1.83012 2.52739 -0.2 -0.1 0.4 -0.0688
H -8.26920 -2.76976 4.74963 0.0 0.0 0.0 0.1257
H -9.47656 -2.03248 5.81772 0.0 0.1 0.0 0.1241
H -10.33211 -3.60422 3.72899 0.1 0.0 0.0 0.1156
H -11.18853 -2.11976 4.13930 0.0 0.0 0.0 0.1181
H -9.08158 -2.43069 1.94570 0.0 0.1 -0.1 0.1216
H -10.60756 -1.52155 1.89304 0.1 0.0 -0.1 0.1287
O 12.21080 0.16217 0.53595 -0.2 0.1 -0.1 0.1206
C 11.92522 -0.35111 1.57557 0.4 -0.1 0.0 -0.4915
O 10.88469 0.06093 2.34002 -0.1 0.0 0.0 0.0099
C 10.85605 -0.67441 3.57815 0.0 -0.1 0.1 -0.1509
C 11.61943 -1.96384 3.29705 0.1 0.0 -0.1 -0.1513
C 12.64241 -1.50053 2.25947 -0.4 -0.2 0.2 -0.0704
H 11.33582 -0.06725 4.34787 0.0 0.0 0.0 0.1273
H 9.81880 -0.84084 3.85778 0.0 0.1 -0.1 0.1222
H 12.05470 -2.40482 4.19072 0.0 0.1 0.0 0.1160
H 10.94933 -2.69946 2.85020 0.0 0.0 0.0 0.1161
H 13.55016 -1.11047 2.72124 0.1 0.0 -0.1 0.1332
H 12.90055 -2.26978 1.53840 0.2 0.1 -0.1 0.1253
```
Forces are in eV/Å.